(1)
DFT (ωB97M-V/def2-TZVPD) results for a cluster of 2 separate species, C6H12O2 in total.

Cartesian coordinates (Å):
C (-2.611, -0.775, 0.340)
C (-1.136, -0.681, 0.701)
C (-0.674, -1.695, 1.712)
C (-0.310, 0.086, -0.002)
C (1.171, 0.135, 0.137)
C (1.897, 0.243, -0.972)
O (3.258, 0.245, -1.055)
H (-2.761, -0.361, -0.658)
H (-2.891, -1.824, 0.353)
H (-3.201, -0.103, 0.964)
H (-1.454, -1.956, 2.435)
H (0.234, -1.378, 2.205)
H (-0.540, -2.642, 1.187)
H (-0.734, 0.826, -0.662)
H (1.503, -0.165, 1.114)
H (1.413, 0.386, -1.931)
H (3.629, -0.102, -0.237)
O (0.904, 3.509, -2.137)
H (1.639, 2.903, -2.275)
H (0.664, 3.349, -1.218)

Output
Energy relative to the best compared isomer or geometry (same formula, charge and spin), kcal per mole: 49.0
SMILES string: CC(C)=C/C=C/O.O
E, Ha: -386.242031
F_max, eV/Å: 1.74
Charge: 0

Which charges does Löwdin predict for the atoms? In e, they are: -0.0629, -0.3472, -0.0627, -0.1055, -0.0845, -0.2126, 0.0053, 0.0710, 0.0763, 0.0795, 0.0797, 0.0600, 0.0896, 0.1046, 0.0938, 0.1243, 0.1015, -0.0587, 0.0199, 0.0283



(2)
DFT (ωB97M-V/def2-TZVPD) results for an isolated molecule of C7H10.

Cartesian coordinates (Å):
C (-2.856, 0.934, -0.903)
C (-2.215, -0.222, -1.029)
C (-0.853, -0.458, -0.478)
C (-0.057, 0.449, 0.092)
C (1.239, 0.011, 0.690)
C (1.500, 0.143, 1.982)
C (2.210, -0.670, -0.236)
H (-3.818, 1.183, -1.340)
H (-2.426, 1.705, -0.273)
H (-2.644, -1.036, -1.599)
H (-0.543, -1.499, -0.567)
H (-0.381, 1.486, 0.073)
H (0.903, 0.693, 2.698)
H (2.488, -0.150, 2.342)
H (1.758, -0.985, -1.175)
H (3.054, -0.015, -0.478)
H (2.642, -1.570, 0.198)

Output
Energy relative to the best compared isomer or geometry (same formula, charge and spin), kcal per mole: 44.7
SMILES string: C=C/C=C/C(=C)C
E, Ha: -272.646707
F_max, eV/Å: 1.12
Charge: 0

Which charges does Löwdin predict for the atoms? In e, they are: -0.0009, -0.1718, -0.1122, -0.0716, -0.3691, 0.0332, -0.0713, 0.0542, 0.0499, 0.0887, 0.1077, 0.1068, 0.0609, 0.0651, 0.0692, 0.0831, 0.0780



(3)
DFT (ωB97M-V/def2-TZVPD) results for an isolated molecule of C4H3N.

Cartesian coordinates (Å):
C (-1.159, 0.075, -0.019)
C (0.258, 0.364, -0.066)
C (1.255, 1.165, -0.193)
C (1.696, -0.425, 0.097)
N (2.590, -1.149, 0.229)
H (-1.767, 0.982, -0.101)
H (-1.460, -0.426, 0.908)
H (-1.413, -0.587, -0.855)

Output
Energy relative to the best compared isomer or geometry (same formula, charge and spin), kcal per mole: 61.7
E, Ha: -208.803440
F_max, eV/Å: 2.46
Charge: 0

Which charges does Löwdin predict for the atoms? In e, they are: -0.0559, -0.2525, 0.1452, -0.3117, 0.1869, 0.1006, 0.0938, 0.0937